(1)
The following is a DFT calculation (ωB97M-V/def2-TZVPD) of an isolated ion of composition C4H10N and charge -1.

Computed properties:
Net charge: -1
Multiplicity: 1
Relative energy (zero: lowest compared OMol25 entry of this formula, charge and spin) in kcal per mole: 0.0

Last column: Mulliken charge in e.
Geometry (Å):
1 C -1.4066 -0.6368 -0.9223  -1.084
2 C -0.1640 -1.2162 -0.2510  -0.368
3 C 0.9527 -0.2045 0.0031  -0.757
4 C 0.6235 0.9636 0.9614  -0.289
5 N 1.2932 2.1923 0.6239  -0.929
6 H -2.2233 -1.3645 -0.9437  0.322
7 H -1.1928 -0.3466 -1.9533  0.268
8 H -1.7634 0.2513 -0.4019  0.316
9 H -0.4503 -1.6866 0.6965  0.306
10 H 0.2198 -2.0140 -0.8978  0.280
11 H 1.2887 0.2462 -0.9373  0.394
12 H 1.8082 -0.7583 0.4080  0.144
13 H 0.9010 0.5799 1.9746  0.201
14 H -0.4780 1.0657 1.0063  0.192
15 H 0.5910 2.9285 0.6337  0.004

(2)
The following is a DFT calculation (ωB97M-V/def2-TZVPD) of an isolated ion of composition C4H10N and charge +1 in a non-equilibrium geometry.

Computed properties:
Net charge: +1
Structure (SMILES): C=[NH+]CCC
Multiplicity: 1
Relative energy (zero: lowest compared OMol25 entry of this formula, charge and spin) in kcal per mole: 27.6

Last column: Mulliken charge in e.
Geometry (Å):
1 C 1.5767 0.6756 1.8118  -0.096
2 N 0.9100 0.7056 0.7339  0.030
3 C 0.0584 -0.3926 0.2105  -0.552
4 C -0.6724 0.0702 -1.0310  -0.451
5 C -1.6889 -0.9255 -1.5835  -1.265
6 H 1.2408 0.0259 2.6181  0.266
7 H 2.3761 1.3872 1.9908  0.280
8 H 1.0642 1.4277 0.0320  0.331
9 H 0.6186 -1.3090 0.0307  0.331
10 H -0.5900 -0.6447 1.0546  0.357
11 H -1.2565 0.9544 -0.7603  0.350
12 H 0.0812 0.3039 -1.7858  0.400
13 H -1.9222 -0.7257 -2.6195  0.330
14 H -2.5922 -0.8955 -0.9721  0.349
15 H -1.3668 -1.9609 -1.4446  0.341

(3)
The following is a DFT calculation (ωB97M-V/def2-TZVPD) of a 2-piece molecular cluster, C4H10N overall in a non-equilibrium geometry.

Computed properties:
Net charge: +1
Multiplicity: 1
Relative energy (zero: lowest compared OMol25 entry of this formula, charge and spin) in kcal per mole: 60.1

Last column: Mulliken charge in e.
Geometry (Å):
1 C 0.5940 -3.1012 -1.0560  -0.026
2 N 0.4908 -2.0066 -0.4253  -0.105
3 H 1.3766 -3.2920 -1.7784  0.283
4 H -0.2009 -3.8156 -0.8617  0.271
5 H 1.0808 -1.2187 -0.6863  0.267
6 H -0.0501 -1.7387 0.3911  0.265
7 C -0.1231 1.6542 -0.6001  -0.459
8 C 0.0431 1.8694 0.8839  0.019
9 C -0.9933 1.6972 1.7116  -0.760
10 H 0.4105 2.2905 -1.3096  0.338
11 H -1.1618 1.7750 -0.8936  0.343
12 H 0.3042 0.6451 -0.7305  -0.331
13 H 1.0185 2.1530 1.2583  0.341
14 H -0.7944 1.5469 2.7621  0.283
15 H -1.9948 1.5416 1.3345  0.273

(4)
The following is a DFT calculation (ωB97M-V/def2-TZVPD) of a 2-piece molecular cluster, C4H10N2 overall in a non-equilibrium geometry.

Computed properties:
Net charge: 0
Structure (SMILES): C=CN.C=NC
Multiplicity: 1
Relative energy (zero: lowest compared OMol25 entry of this formula, charge and spin) in kcal per mole: 54.9

Last column: Mulliken charge in e.
Geometry (Å):
1 C -2.9140 -0.1286 -0.1490  -0.663
2 C -2.1724 -0.5358 0.8773  -0.084
3 N -1.0335 0.1587 1.3282  -0.533
4 H -2.5529 0.5700 -0.8955  0.259
5 H -3.7823 -0.7105 -0.4265  0.246
6 H -2.3080 -1.5360 1.2762  0.279
7 H -0.2294 0.2190 0.7204  0.246
8 H -0.7578 -0.1782 2.2379  0.253
9 C 1.2726 0.0580 -1.6913  -0.234
10 N 1.5841 -0.4488 -0.5808  -0.445
11 C 2.5065 0.3157 0.2549  -0.872
12 H 0.4305 -0.3540 -2.2441  0.302
13 H 1.7543 0.9492 -2.1106  0.255
14 H 2.3201 0.0621 1.2948  0.297
15 H 3.5406 0.1633 -0.0570  0.353
16 H 2.3417 1.3960 0.1654  0.338

(5)
The following is a DFT calculation (ωB97M-V/def2-TZVPD) of a 2-piece molecular cluster, C4H10N2 overall.

Computed properties:
Net charge: 0
Structure (SMILES): C=CN=C.CN
Multiplicity: 1
Relative energy (zero: lowest compared OMol25 entry of this formula, charge and spin) in kcal per mole: 48.0

Last column: Mulliken charge in e.
Geometry (Å):
1 C 0.5981 -0.1430 -2.1814  -0.714
2 C 0.6617 0.0045 -0.8603  0.233
3 N 1.7901 -0.3753 -0.1072  -0.430
4 C 2.1132 -1.5963 -0.1283  -0.305
5 H 1.4327 -0.5052 -2.7689  0.290
6 H -0.2735 0.1735 -2.7367  0.279
7 H -0.1824 0.4152 -0.3144  0.097
8 H 3.0240 -1.8796 0.3918  0.260
9 H 1.5131 -2.3502 -0.6405  0.320
10 C -2.5154 0.3934 1.6611  -0.738
11 N -1.6537 1.4938 1.1934  -0.560
12 H -3.5729 0.6593 1.7258  0.296
13 H -2.1752 0.0383 2.6316  0.289
14 H -2.3985 -0.4395 0.9655  0.258
15 H -2.0459 1.8714 0.3386  0.193
16 H -1.7259 2.2590 1.8506  0.231

(6)
The following is a DFT calculation (ωB97M-V/def2-TZVPD) of one molecule with the formula C4H10N2 in a non-equilibrium geometry.

Computed properties:
Net charge: 0
Structure (SMILES): CC1N(C)N1C
Multiplicity: 1
Relative energy (zero: lowest compared OMol25 entry of this formula, charge and spin) in kcal per mole: 76.9

Last column: Mulliken charge in e.
Geometry (Å):
1 C -1.3913 0.9305 0.8678  -1.409
2 C -0.0921 0.7586 -0.0623  0.483
3 N 0.9110 -0.1760 0.2278  -0.270
4 C 2.3047 0.1247 -0.0472  -0.910
5 N 0.0605 -0.4348 -0.8884  -0.452
6 C -0.7988 -1.6143 -0.5109  -0.737
7 H -1.1998 1.8942 1.4161  0.314
8 H -1.5041 0.2277 1.6347  0.441
9 H -2.3200 0.7874 0.2509  0.319
10 H 0.2889 1.6529 -0.5623  0.429
11 H 2.9395 -0.7890 0.1167  0.269
12 H 2.5723 0.4744 -1.1107  0.324
13 H 2.7560 0.7706 0.6808  0.351
14 H -0.0937 -2.3173 -0.2260  0.318
15 H -1.7114 -1.3854 0.1070  0.235
16 H -1.1734 -2.1352 -1.3783  0.294

(7)
The following is a DFT calculation (ωB97M-V/def2-TZVPD) of one molecule with the formula C4H10N2 in a non-equilibrium geometry.

Computed properties:
Net charge: 0
Structure (SMILES): C=NCCCN
Multiplicity: 1
Relative energy (zero: lowest compared OMol25 entry of this formula, charge and spin) in kcal per mole: 57.3

Last column: Mulliken charge in e.
Geometry (Å):
1 C 1.3444 -0.3083 -2.2286  -0.214
2 N 0.1244 -0.0791 -2.4288  -0.542
3 C -0.7502 -0.2838 -1.2769  -0.513
4 C -0.3309 0.5100 -0.0227  -0.379
5 C -0.1255 -0.2500 1.2987  -0.515
6 N -0.1854 0.8203 2.3785  -0.688
7 H 1.7000 -1.0563 -1.4787  0.242
8 H 2.2799 0.0715 -2.6719  0.255
9 H -1.7914 -0.1521 -1.5507  0.347
10 H -0.6168 -1.3117 -0.8682  0.353
11 H -0.9046 1.3803 0.2611  0.337
12 H 0.6895 0.8299 -0.2044  0.207
13 H 0.8454 -0.6709 1.5377  0.259
14 H -0.8946 -0.9700 1.5639  0.382
15 H -0.2307 0.3138 3.2667  0.237
16 H -1.1534 1.1563 2.4243  0.231

(8)
The following is a DFT calculation (ωB97M-V/def2-TZVPD) of one molecule with the formula C4H10N2 in a non-equilibrium geometry.

Computed properties:
Net charge: 0
Structure (SMILES): CC1(C)CN1N
Multiplicity: 1
Relative energy (zero: lowest compared OMol25 entry of this formula, charge and spin) in kcal per mole: 81.8

Last column: Mulliken charge in e.
Geometry (Å):
1 C -1.3296 0.7675 0.6963  -1.833
2 C -0.1770 0.2095 -0.0554  1.745
3 C -0.3311 -1.3341 -0.1942  -1.360
4 C 0.3113 0.9912 -1.2344  -0.984
5 N 1.0303 0.7824 0.2971  -0.270
6 N 2.1639 0.0039 0.3329  -0.549
7 H -1.2771 1.9092 0.8820  0.347
8 H -1.4744 0.2797 1.6924  0.327
9 H -2.2030 0.6418 0.1826  0.482
10 H 0.0126 -1.6502 -1.1300  0.410
11 H -1.4304 -1.5245 0.0502  0.331
12 H 0.3384 -1.9237 0.4969  0.326
13 H 0.6821 0.4365 -2.0034  0.321
14 H 0.2455 2.0414 -1.3723  0.304
15 H 2.8755 0.2880 1.0690  0.236
16 H 1.9662 -0.9901 0.2884  0.167

Summary of E in eV
-5798.7574, -5792.6613, -5791.2526, -7288.2398, -7288.5395, -7287.2843, -7288.1333, -7287.0732
(order as listed above)
Summary of E_LUMO in eV
4.210, -5.467, -6.003, 1.031, 1.023, 1.161, 1.045, 1.037
(order as listed above)
Summary of gap between HOMO and LUMO in hartree
0.18709, 0.38299, 0.24901, 0.34788, 0.36717, 0.37243, 0.38013, 0.32668
(order as listed above)